[1]
Molecular formula: C2H3F2O2Si
Method: DFT, ωB97M-V with the def2-TZVPD basis set

Positions of all 10 atoms, in Å:
C (1.755, 0.331, -0.200)
C (0.400, 0.717, 0.097)
O (2.697, -0.017, -0.852)
O (1.540, 0.612, 1.054)
F (0.014, -1.853, 0.230)
F (-2.151, 0.789, -0.178)
Si (-1.076, -0.514, 0.062)
H (-1.245, -0.885, -1.438)
H (-0.039, 1.767, -0.153)
H (-1.895, -0.947, 1.378)

calculated total energy = -717.8243 hartree
total charge = -1
maximum force = 2.7 eV/A

[2]
Molecular formula: C4H10N2
Method: DFT, ωB97M-V with the def2-TZVPD basis set

Positions of all 16 atoms, in Å:
C (2.244, 0.655, -0.070)
C (-0.226, 0.279, 0.060)
C (0.130, -1.102, -0.393)
C (-2.525, -0.097, 0.323)
H (2.718, 0.407, 0.868)
H (2.935, 1.431, -0.673)
H (2.396, -0.188, -0.894)
H (0.773, 2.163, 0.580)
H (-0.715, -1.993, 0.247)
H (1.321, -1.285, 0.104)
H (0.174, -1.288, -1.655)
H (-2.444, -1.013, -0.619)
H (-3.582, 0.724, -0.046)
H (-2.706, -0.601, 1.561)
N (0.857, 1.200, 0.124)
N (-1.351, 0.708, 0.483)

calculated total energy = -267.7144 hartree
maximum force = 4.7 eV/A

[3]
Molecular formula: C6H10O
Method: DFT, ωB97M-V with the def2-TZVPD basis set

Positions of all 17 atoms, in Å:
C (-2.375, 0.106, -0.064)
C (-0.872, 0.132, 0.021)
C (-0.293, 1.102, 1.004)
C (-0.054, -0.544, -0.791)
C (1.308, -1.025, -0.351)
C (2.568, -0.199, -0.441)
O (2.638, 0.991, -0.615)
H (-2.847, 1.079, 0.122)
H (-2.738, -0.566, 0.730)
H (-2.736, -0.297, -1.014)
H (-0.336, 2.002, 0.381)
H (0.771, 0.975, 1.212)
H (-0.851, 1.226, 1.938)
H (-0.419, -0.912, -1.747)
H (1.506, -1.982, -0.847)
H (1.244, -1.284, 0.720)
H (3.487, -0.805, -0.259)

SMILES = CC(C)=CCC=O
calculated total energy = -309.8080 hartree
maximum force = 0.7 eV/A